{"formula": "C4H22N2O7", "method": "the ωB97M-V functional and the def2-TZVPD basis", "homo_lumo_gap_ev": 8.69, "smiles": "NCCNCC=O.O.O.O.O.O.O", "multiplicity": 1, "e_homo_ha": -0.325, "e_lumo_ev": -0.2, "species": ["N", "C", "C", "N", "C", "C", "O", "H", "H", "H", "H", "H", "H", "H", "H", "H", "H", "O", "H", "H", "O", "H", "H", "O", "H", "H", "O", "H", "H", "O", "H", "H", "O", "H", "H"], "coordinates": [[0.694422, 0.355127, -2.037734], [1.954280, 0.543442, -1.287016], [1.919131, 1.141851, 0.125741], [1.407990, 0.222854, 1.140399], [0.673592, 0.877342, 2.182293], [-0.330804, 0.013603, 2.834425], [-0.664432, -1.078485, 2.425004], [0.396482, -0.609463, -1.915762], [-0.000534, 0.945586, -1.585732], [2.556774, 1.168656, -1.946911], [2.482211, -0.395296, -1.164903], [1.174577, 1.948814, 0.023169], [2.875053, 1.618499, 0.332267], [0.900158, -0.509760, 0.710425], [1.336255, 1.213370, 2.986216], [0.299689, 1.849793, 1.853253], [-0.731085, 0.324486, 3.811671], [-1.314154, 2.909806, -0.095441], [-1.973147, 2.235126, 0.115403], [-1.670257, 3.550529, -0.703409], [-1.804254, -0.071965, -3.899446], [-2.181834, 0.638828, -3.381267], [-1.445456, -0.743859, -3.318787], [-1.739714, -1.162789, 0.074878], [-1.984219, -1.263244, 0.984717], [-2.506775, -1.467195, -0.422095], [0.748507, -2.204024, -0.755045], [0.110603, -2.037883, -0.048827], [0.522706, -3.046423, -1.154668], [-3.497452, 0.941481, -0.049888], [-4.124797, 1.429299, -0.591896], [-3.102573, 0.249441, -0.581066], [3.527264, -2.149770, 0.644935], [3.689695, -1.206926, 0.694991], [2.670609, -2.311951, 1.035831]], "forces_ev_per_angstrom": [[0.09, 0.03, 1.04], [0.63, -0.21, -0.32], [-1.74, 0.69, -1.24], [1.20, 0.59, 0.12], [0.82, 0.26, 0.03], [-0.33, -0.66, 0.37], [0.21, 0.20, -0.01], [0.03, 0.27, 0.14], [-0.16, -0.02, -0.23], [0.37, 0.20, 0.41], [0.01, -0.44, -0.49], [0.29, 0.36, 0.22], [0.20, -0.30, 0.43], [-0.60, -0.48, -0.29], [0.27, -0.23, 0.30], [-0.85, 0.04, -0.12], [-0.05, 0.45, -0.05], [0.80, -0.30, 0.50], [-0.36, 0.17, -0.30], [-0.42, 0.07, -0.21], [-0.41, -0.18, -0.69], [0.20, -0.03, 0.32], [0.14, 0.23, 0.28], [-0.24, -0.03, -1.34], [-0.08, -0.03, 1.06], [0.14, -0.43, 0.00], [0.28, -0.20, 0.10], [-0.41, -0.29, -0.27], [-0.06, -0.16, 0.15], [-0.25, 0.51, 0.34], [-0.04, -0.15, -0.10], [0.17, 0.10, -0.15], [0.74, -0.46, -0.20], [-0.30, 0.14, 0.20], [-0.29, 0.29, 0.02]], "mulliken_charge": [-0.495, -0.842, -0.510, 0.005, -0.411, -0.066, -0.576, 0.327, 0.243, 0.369, 0.340, 0.323, 0.295, -0.008, 0.352, 0.314, 0.384, -0.572, 0.360, 0.251, -0.616, 0.298, 0.304, -0.587, 0.316, 0.292, -0.576, 0.239, 0.256, -0.636, 0.297, 0.325, -0.634, 0.311, 0.326]}

=====

{"formula": "C4H22N8O7", "method": "the ωB97M-V functional and the def2-TZVPD basis", "homo_lumo_gap_ev": 8.69, "smiles": "NC(N)=O.NC(N)=O.NC(N)=O.NC(N)=O.O.O.O", "multiplicity": 1, "e_homo_ha": -0.335, "e_lumo_ev": -0.4, "species": ["N", "C", "N", "O", "H", "H", "H", "H", "N", "C", "N", "O", "H", "H", "H", "H", "N", "C", "N", "O", "H", "H", "H", "H", "N", "C", "N", "O", "H", "H", "H", "H", "O", "H", "H", "O", "H", "H", "O", "H", "H"], "coordinates": [[1.486507, 4.697320, -3.004906], [0.459156, 4.762959, -2.261512], [0.418148, 3.793384, -1.395054], [-0.387475, 5.641910, -2.316789], [1.745199, 5.578448, -3.425375], [2.239317, 4.081054, -2.733626], [-0.392886, 3.836090, -0.794632], [1.251713, 3.291971, -1.123279], [-3.920331, -0.421522, -0.026728], [-3.230522, -0.477509, -1.114468], [-2.444887, 0.503916, -1.087708], [-3.472640, -1.276198, -1.983668], [-3.872387, 0.419626, 0.530294], [-4.485966, -1.210803, 0.251108], [-1.776090, 0.671448, -1.825781], [-2.611576, 1.271170, -0.452383], [2.982982, -2.228736, 0.467966], [2.233712, -2.128306, 1.492043], [2.784245, -2.651688, 2.585625], [1.151430, -1.568625, 1.550956], [3.760686, -2.860979, 0.592630], [2.619253, -1.889379, -0.411026], [2.206497, -2.876794, 3.382887], [3.652345, -3.097689, 2.325646], [-1.724196, -2.305996, 1.146700], [-1.822942, -3.408930, 1.839719], [-0.664243, -3.841922, 2.306825], [-2.770199, -4.027083, 2.216914], [-0.758457, -2.134286, 0.905938], [-2.577033, -1.917748, 0.769828], [-0.572407, -4.644599, 2.912931], [0.093748, -3.238324, 2.021817], [2.455028, 1.845822, 2.174917], [1.893761, 1.271782, 1.653668], [3.315791, 1.427921, 2.148996], [-0.567960, 0.738603, -3.058730], [-0.779722, 1.310322, -3.796648], [0.387196, 0.764145, -3.001741], [0.700903, 1.030517, 0.432560], [0.629239, 0.083824, 0.554481], [0.365063, 1.184882, -0.450395]], "forces_ev_per_angstrom": [[5.13, 0.63, -4.02], [-3.43, 2.32, 1.46], [-1.26, -3.06, 2.96], [-0.50, 0.27, -0.32], [0.14, -0.27, -0.22], [-0.02, 0.28, -0.31], [0.45, -0.29, 0.29], [-0.43, 0.11, 0.31], [-3.88, -1.05, 5.16], [-2.78, -2.38, -1.78], [5.75, 5.65, -1.51], [0.85, -1.60, -1.52], [-0.32, -0.82, 0.39], [-0.34, 0.50, -0.12], [-0.27, 0.01, -0.09], [0.38, -0.34, -0.20], [2.30, -0.23, -3.91], [-2.37, 0.84, 3.44], [1.00, -0.78, 0.77], [-1.50, 0.77, -0.75], [-0.02, 0.36, -1.27], [0.53, -0.34, 0.00], [0.42, -0.03, -0.11], [-0.17, -0.50, 1.60], [-0.18, 1.41, -1.29], [-0.06, -1.78, 2.17], [3.91, -0.03, -0.01], [-4.11, -0.79, -0.11], [-0.65, 1.14, -0.66], [0.69, 0.25, -0.29], [-0.23, 0.42, -0.38], [0.62, -0.74, 0.82], [0.59, 0.30, 0.52], [-0.32, 0.12, -0.27], [0.24, -0.01, 0.14], [0.37, -0.07, -0.14], [-0.18, 0.21, -0.27], [0.27, -0.04, -0.03], [-0.23, 0.20, -0.54], [-0.13, -0.79, 0.36], [-0.24, 0.15, -0.23]], "mulliken_charge": [-0.408, 0.599, -0.290, -0.678, 0.255, 0.199, 0.147, 0.178, -0.525, 0.762, -0.183, -0.680, 0.120, 0.253, 0.150, 0.142, -0.386, 0.874, -0.429, -0.925, 0.163, 0.239, 0.266, 0.138, -0.056, 0.531, -0.353, -0.694, 0.217, 0.093, 0.164, 0.140, -0.616, 0.416, 0.294, -0.668, 0.296, 0.274, -0.648, 0.355, 0.275]}

=====

Question: What is the multiplicity in the second record?
Answer: 1

=====

Question: Which formula does entry 1 have?
Answer: C4H22N2O7